No. 1
Below is 11 unconnected molecules or ions with the total composition C49H63BrClN13O2, with properties calculated with the ωB97M-V functional and the def2-TZVPD basis.

Last column: Mulliken charge in e.
Element x y z (Å)
C  -1.475  4.677  3.974  -1.188
C  -1.972  4.147  2.579  -0.586
C  -0.821  3.637  1.595  -0.025
Cl  0.865  3.965  2.172  -0.040
C  -1.109  2.151  1.217  0.228
C  -0.802  0.968  2.048  0.609
C  -0.088  1.109  3.423  -0.893
C  1.489  0.993  3.373  -0.646
C  2.064  0.124  2.191  -0.340
C  2.251  0.891  0.833  0.035
N  3.478  1.710  0.751  0.377
C  3.354  2.836  -0.026  0.041
C  4.611  3.576  -0.093  -0.715
C  5.469  2.684  0.778  -0.813
C  4.756  1.532  1.279  -0.264
C  -1.165  -0.399  1.606  1.080
C  -0.904  -1.669  2.469  -1.439
N  -2.094  -2.514  2.663  0.064
C  -3.156  -1.844  3.434  -0.954
C  -1.809  -0.615  0.282  0.265
C  -2.186  -2.010  -0.300  -1.281
C  -0.923  -2.945  -0.412  0.502
C  0.262  -2.598  -1.184  -0.303
C  1.379  -3.529  -1.179  -0.998
C  1.331  -4.786  -0.445  -0.679
C  0.139  -5.124  0.332  0.952
C  0.103  -6.457  1.161  -1.185
C  -0.987  -4.205  0.350  -0.733
C  -2.095  0.548  -0.531  0.192
C  -1.749  1.904  -0.053  0.108
C  -2.238  2.870  -1.145  0.000
O  -2.182  4.067  -1.250  -0.637
N  -2.873  2.099  -2.225  -0.089
Br  -1.889  2.531  -3.780  0.023
C  -2.740  0.684  -1.922  0.018
O  -3.134  -0.130  -2.712  -0.628
H  -2.366  4.633  4.667  0.342
H  -0.682  4.060  4.457  0.288
H  -1.186  5.764  3.953  0.310
H  -2.761  3.351  2.652  0.396
H  -2.483  5.018  2.077  0.382
H  -0.946  4.225  0.646  0.423
H  -0.517  0.373  4.154  0.653
H  -0.341  2.122  3.830  -0.435
H  1.798  0.469  4.325  0.382
H  2.029  1.969  3.377  0.173
H  1.498  -0.813  1.972  -0.165
H  3.094  -0.207  2.514  0.539
H  1.368  1.504  0.528  -0.332
H  2.352  0.096  0.033  0.191
H  2.493  3.236  -0.592  0.178
H  4.848  4.516  -0.622  0.454
H  6.547  2.871  0.990  0.388
H  5.075  0.686  1.913  0.355
H  -0.471  -1.441  3.485  0.576
H  -0.117  -2.268  1.930  0.034
H  -1.798  -3.388  3.104  0.341
H  -2.943  -1.816  4.544  0.298
H  -4.085  -2.469  3.320  0.343
H  -3.390  -0.826  3.041  0.277
H  -2.563  -1.874  -1.346  0.534
H  -3.016  -2.496  0.278  0.287
H  0.297  -1.626  -1.723  0.540
H  2.311  -3.286  -1.736  0.396
H  2.186  -5.498  -0.424  0.411
H  -0.926  -6.896  1.181  0.334
H  0.348  -6.169  2.216  0.349
H  0.863  -7.192  0.806  0.063
H  -1.895  -4.428  0.958  0.427
C  2.022  6.439  -2.381  -0.320
C  2.282  5.024  -2.629  0.470
N  2.485  3.909  -2.818  -0.510
H  2.544  7.075  -3.101  -0.054
H  0.957  6.668  -2.451  0.300
H  2.355  6.738  -1.384  0.229
C  -5.212  4.407  -2.954  -0.156
C  -5.924  5.501  -3.609  0.187
N  -6.485  6.361  -4.124  -0.413
H  -5.729  4.076  -2.052  -0.061
H  -5.116  3.540  -3.609  0.326
H  -4.204  4.702  -2.658  0.033
C  -1.505  -5.036  -3.484  -0.484
C  -2.231  -5.915  -2.574  0.452
N  -2.801  -6.606  -1.855  -0.496
H  -1.373  -4.041  -3.056  0.018
H  -0.512  -5.428  -3.709  0.237
H  -2.033  -4.918  -4.432  0.355
C  4.460  8.380  -6.187  -0.808
C  4.083  8.511  -4.783  0.407
N  3.787  8.612  -3.678  -0.454
H  4.370  9.331  -6.714  0.271
H  5.493  8.044  -6.293  0.276
H  3.827  7.658  -6.704  0.286
C  3.764  -9.337  1.449  -0.739
C  2.847  -8.552  2.270  0.477
N  2.125  -7.935  2.915  -0.428
H  4.462  -9.909  2.063  0.334
H  3.230  -10.046  0.816  0.114
H  4.359  -8.701  0.791  0.253
C  0.314  -11.903  -0.333  -0.430
C  0.955  -10.741  -0.941  0.355
N  1.460  -9.826  -1.420  -0.420
H  -0.393  -12.374  -1.019  -0.043
H  1.047  -12.660  -0.047  0.289
H  -0.238  -11.629  0.568  0.291
C  3.112  11.347  -1.624  -0.630
C  2.213  12.150  -0.799  0.266
N  1.505  12.780  -0.151  -0.357
H  3.793  10.753  -1.013  0.260
H  2.562  10.656  -2.262  0.177
H  3.723  11.974  -2.275  0.273
C  5.404  5.665  3.039  -0.675
C  4.820  6.535  2.039  0.387
N  4.359  7.213  1.235  -0.396
H  6.328  5.214  2.675  0.235
H  5.643  6.203  3.958  0.334
H  4.727  4.851  3.304  0.133
C  -3.224  -14.890  -1.293  -0.840
C  -2.572  -13.729  -1.891  0.410
N  -2.060  -12.815  -2.363  -0.431
H  -3.927  -15.353  -1.987  0.303
H  -2.498  -15.652  -1.007  0.270
H  -3.781  -14.617  -0.396  0.270
C  -7.970  3.394  -0.569  -0.720
C  -7.746  2.808  0.750  0.363
N  -7.570  2.348  1.787  -0.380
H  -7.386  2.886  -1.337  0.206
H  -9.018  3.329  -0.864  0.351
H  -7.691  4.449  -0.593  0.259

Forces on the atoms, in the same order (eV/Å):
C -1.3 0.0 0.6
C 0.4 0.8 0.0
C -1.5 -0.2 -0.6
Cl -0.7 0.0 -0.4
C 0.0 -1.4 -0.8
C -0.7 -0.9 -0.9
C -0.2 1.0 -0.2
C 0.3 -1.3 0.3
C 0.8 0.6 0.0
C 0.2 -1.8 -0.3
N -1.7 0.7 -0.3
C 3.2 2.7 -0.6
C -1.0 -4.4 2.6
C -0.2 0.2 -0.3
C 0.2 3.0 -1.8
C -0.7 1.4 -1.3
C 0.7 0.0 0.3
N 0.1 0.9 -0.2
C -0.7 -1.0 0.5
C -0.1 1.3 0.0
C 0.8 0.0 -0.6
C 0.3 -1.4 0.9
C -0.4 -1.7 1.4
C -0.9 -0.6 0.8
C -1.9 1.4 0.3
C 0.1 0.6 -0.8
C -0.2 1.3 0.0
C 1.9 0.6 -1.4
C 0.9 1.0 1.8
C -0.4 -1.6 -0.1
C -0.1 -0.2 0.2
O 0.2 -0.4 0.7
N 1.6 -0.1 1.2
Br -0.5 -0.1 -0.3
C 0.0 -0.1 0.4
O 0.4 -0.1 0.6
H 0.9 0.1 -0.6
H -0.5 0.6 -0.6
H 0.0 -1.2 -0.2
H 0.9 0.6 0.2
H 0.5 -0.9 0.4
H 0.4 -0.7 1.0
H 0.5 0.7 -0.8
H 0.2 -0.9 -0.3
H -0.3 0.6 -0.9
H -0.7 -0.7 -0.1
H 0.3 0.8 0.4
H -1.0 0.2 -0.4
H 0.9 -0.3 0.5
H -0.2 0.7 0.8
H 0.2 -1.2 0.9
H -0.2 -0.9 0.5
H -1.0 -0.2 -0.2
H -0.4 0.8 -0.6
H -0.2 0.3 -1.1
H -0.8 0.4 0.5
H -0.2 0.4 -0.1
H -0.1 0.3 -1.0
H 0.7 0.7 0.1
H 0.4 -0.8 0.3
H 0.3 0.1 1.0
H 1.1 0.4 -0.4
H 0.1 -0.9 0.4
H -0.9 -0.1 0.4
H -0.7 0.8 -0.2
H 0.9 0.3 -0.3
H -0.1 -0.5 -0.8
H -0.8 0.7 0.2
H 0.9 0.2 -0.7
C -0.1 0.3 0.0
C -0.1 0.1 0.0
N -0.1 0.2 -0.2
H -0.1 -0.4 0.2
H 0.0 -0.2 0.0
H 0.1 -0.2 0.0
C 0.2 -0.3 0.1
C 0.0 -0.1 0.0
N 0.0 -0.1 0.1
H 0.0 0.2 -0.1
H -0.1 0.1 -0.1
H -0.1 0.1 -0.1
C 0.2 0.2 -0.3
C 0.0 0.0 0.0
N 0.1 0.1 -0.1
H -0.1 -0.1 0.2
H -0.1 -0.1 0.2
H -0.1 -0.1 0.1
C 0.1 0.0 -0.4
C 0.1 0.0 -0.1
N 0.2 0.3 -0.3
H -0.1 0.0 0.2
H -0.1 0.0 0.2
H -0.1 0.0 0.2
C 0.3 -0.3 -0.2
C 0.1 -0.1 0.0
N 0.2 -0.2 0.1
H -0.1 0.1 0.2
H -0.2 0.2 0.1
H -0.2 0.1 0.1
C -0.2 -0.4 0.2
C -0.1 0.0 0.0
N 0.0 -0.1 0.2
H 0.2 0.3 0.0
H 0.1 0.2 -0.1
H 0.1 0.2 -0.1
C 0.2 -0.2 -0.2
C 0.1 0.0 0.0
N 0.1 -0.1 -0.1
H -0.1 0.1 0.1
H -0.1 0.1 0.1
H -0.1 0.1 0.1
C 0.3 -0.4 0.5
C -0.2 0.1 -0.3
N 0.1 -0.1 0.1
H -0.1 0.1 -0.1
H -0.1 0.2 -0.1
H -0.1 0.1 -0.2
C -0.2 -0.3 0.2
C -0.1 -0.1 0.0
N -0.2 -0.2 0.0
H 0.1 0.2 -0.1
H 0.1 0.2 -0.1
H 0.1 0.2 -0.1
C -0.1 0.2 -0.3
C 0.0 0.0 -0.1
N 0.0 0.1 -0.1
H 0.0 -0.1 0.2
H 0.0 -0.1 0.2
H 0.0 -0.1 0.2

- maximum force (Eh/bohr) = 0.1024
- spin multiplicity = 1
- E_LUMO (eV) = -0.84
- SMILES = CC[C@@H](Cl)c1c(CCCCn2cccc2)c(CNC)c(Cc2cccc(C)c2)c2c1C(=O)N(Br)C2=O.CC#N.CC#N.CC#N.CC#N.CC#N.CC#N.CC#N.CC#N.CC#N.CC#N
- ΔE to the lowest compared entry with this formula, charge and spin (kcal per mole) = 0.0
- frontier orbital gap (eV) = 6.92

---

No. 2
Below is C7H10N2 in the gas phase, with properties calculated with the ωB97M-V functional and the def2-TZVPD basis.

Last column: natural (NBO) charge in e.
Element x y z (Å)
C  1.218  -0.208  -2.214  -0.617
C  0.612  -0.210  -0.807  0.119
C  0.904  1.065  0.097  -0.126
C  -0.099  1.521  1.069  -0.232
C  -1.139  0.789  1.519  -0.176
C  -0.964  -0.644  0.955  -0.133
C  -0.878  -0.462  -0.502  -0.118
H  1.510  -1.265  -2.447  0.212
H  2.109  0.436  -2.169  0.206
H  0.506  0.043  -2.982  0.224
H  2.535  -0.231  -0.053  0.370
H  1.620  1.858  -0.319  0.208
H  -0.096  2.560  1.447  0.216
H  -1.789  1.196  2.230  0.211
H  -0.074  -1.075  1.364  0.228
H  -1.263  -2.427  0.196  0.354
H  -1.578  0.297  -0.933  0.216
N  1.551  -0.262  0.267  -0.613
N  -1.751  -1.523  0.157  -0.551

Forces on the atoms, in the same order (eV/Å):
C 0.0 -1.4 1.0
C -0.7 1.7 -1.1
C 1.6 0.2 -1.4
C -1.1 1.0 1.1
C 1.9 -1.8 -1.3
C -0.6 2.6 1.2
C 0.5 -0.8 -0.3
H 0.1 0.8 0.2
H -0.3 -0.2 -0.5
H -0.2 0.6 -0.2
H -1.0 -0.1 0.0
H -1.3 -1.2 0.5
H 0.5 -0.5 -0.5
H -1.2 0.3 0.9
H 0.2 -0.2 0.2
H -0.4 0.3 -0.1
H 1.0 -0.6 0.3
N 0.7 -0.2 0.8
N 0.4 -0.6 -0.8

- maximum force (Eh/bohr) = 0.0574
- spin multiplicity = 1
- E_LUMO (eV) = 0.95
- SMILES = C[C@@]12N[C@@H]1C=C[C@H]1N[C@@H]12
- ΔE to the lowest compared entry with this formula, charge and spin (kcal per mole) = 111.0
- frontier orbital gap (eV) = 9.48